A cluster of 6 separate species, C18H27Cl10N2O4P in total, computed with ωB97M-V/def2-TZVPD.

The geometry in XYZ format:
```
62
Properties=species:S:1:pos:R:3
N 1.386 -1.872 -1.911
P -0.036 -1.173 -1.791
O 0.153 0.456 -1.999
O -0.603 -1.477 -0.253
N -1.093 -1.787 -3.039
C -1.729 -0.569 -3.595
O -1.435 0.034 -4.572
C -2.901 -0.363 -2.575
C -3.665 0.810 -2.194
C -4.717 0.605 -1.174
C -5.007 -0.721 -0.591
C -4.227 -1.918 -0.976
C -3.175 -1.709 -1.963
C -2.140 -2.714 -2.572
O -2.126 -3.897 -2.638
H 1.548 -2.339 -1.013
H 0.736 0.742 -1.253
H 0.138 -1.450 0.382
H -3.428 1.806 -2.635
H -5.315 1.474 -0.822
H -5.808 -0.826 0.176
H -4.406 -2.925 -0.535
Cl 1.725 -0.985 2.775
C 3.068 0.161 2.547
C 2.756 1.214 1.509
Cl 2.656 0.538 -0.138
H 3.957 -0.413 2.282
H 3.245 0.636 3.512
H 3.549 1.963 1.495
H 1.814 1.719 1.723
Cl 1.772 -3.458 1.361
C 1.835 -5.038 2.183
C 3.253 -5.480 2.461
Cl 4.139 -5.878 0.969
H 1.304 -5.762 1.566
H 1.291 -4.928 3.122
H 3.245 -6.381 3.075
H 3.814 -4.711 2.992
Cl 4.013 2.313 -2.438
C 3.415 1.046 -3.545
C 4.521 0.455 -4.387
Cl 5.162 1.620 -5.576
H 2.630 1.482 -4.163
H 2.967 0.267 -2.925
H 4.139 -0.395 -4.952
H 5.351 0.110 -3.771
Cl 2.528 -0.193 6.138
C 1.692 1.270 6.718
C 0.310 1.416 6.121
Cl 0.361 1.772 4.375
H 2.319 2.131 6.488
H 1.618 1.183 7.803
H -0.212 2.247 6.597
H -0.285 0.514 6.264
Cl -3.743 3.920 -3.516
C -4.900 4.793 -2.479
C -4.270 5.256 -1.184
Cl -3.864 3.896 -0.108
H -5.752 4.138 -2.298
H -5.248 5.655 -3.049
H -4.969 5.892 -0.640
H -3.360 5.827 -1.364
```

Properties
SMILES = N=P(O)(O)N1C(=O)c2ccccc2C1=O.ClCCCl.ClCCCl.ClCCCl.ClCCCl.ClCCCl
Max |F| = 4.85 eV/Å
Energy relative to the best compared isomer or geometry (same formula, charge and spin) = 278.7 kJ/mol
Total energy = -164787.372 eV